Record 1
Density functional theory data (ωB97M-V with the def2-TZVPD basis set) for a molecular structure, C5H12O at a distorted geometry.

```
18
Properties=species:S:1:pos:R:3:forces:R:3
C -1.92513 0.47545 -0.16140 -0.2 -0.4 0.0
O -0.77205 1.17054 0.23128 0.1 0.2 -0.1
C 0.30831 0.37243 0.01450 -0.1 -1.2 0.5
C -0.22187 -1.42645 0.80289 1.3 0.5 0.0
C 0.59431 0.05097 -1.45005 -0.1 -0.2 0.1
C 1.50876 0.90941 0.78542 -0.1 -0.4 0.1
H -1.59914 -0.57190 0.20287 -2.0 1.3 -0.7
H -2.04381 0.46699 -1.25531 -0.1 0.0 0.2
H -2.78395 0.97170 0.30403 0.1 -0.4 -0.1
H -1.06036 -2.19082 0.80824 0.3 1.4 -0.7
H 0.59315 -1.96743 0.34696 0.6 -0.2 0.3
H -0.06727 -1.22483 1.86087 0.4 0.0 0.0
H -0.17508 -0.61515 -1.84118 0.1 0.0 -0.1
H 0.63018 0.94233 -2.09769 0.0 -0.1 0.5
H 1.56163 -0.45219 -1.52392 -0.1 0.0 0.0
H 2.15248 1.60202 0.21487 -0.5 -0.3 -0.1
H 1.17567 1.43245 1.68759 0.0 -0.2 -0.1
H 2.12418 0.05447 1.07002 0.1 0.1 0.1
```
Forces are in eV/Å.

Calculated values
total energy: -272.8321 a.u.
Kohn-Sham gap: 10.0 eV
energy above the lowest of the compared OMol25 structures with the same formula, charge and spin: 73.15 kcal/mol

Atomic charges from the Mulliken analysis, expressed in e, are listed below: -0.5260 -0.3950 1.0379 -1.2502 -1.4259 -1.4845 0.2747 0.2359 0.2563 0.3868 0.3603 0.2892 0.4176 0.3812 0.3622 0.3628 0.3633 0.3534

=====

Record 2
Density functional theory data (ωB97M-V with the def2-TZVPD basis set) for a single C5H12O molecule.

```
18
Properties=species:S:1:pos:R:3:forces:R:3
C 2.96574 -0.30582 -0.13661 0.1 0.0 0.0
C 1.54622 -0.86628 -0.12120 0.0 -0.1 0.0
C 0.50993 0.20964 0.14792 0.3 0.1 0.0
O -0.77028 -0.34058 -0.04459 0.0 0.0 0.0
C -1.82110 0.57433 0.17797 -0.3 0.2 0.0
C -2.99767 0.17092 -0.69566 0.0 0.0 0.0
H 3.70208 -1.09225 -0.32892 -0.1 0.1 0.0
H 3.22363 0.16373 0.82034 0.0 -0.1 -0.1
H 3.08104 0.45330 -0.91968 0.0 -0.1 0.1
H 1.44831 -1.65316 0.63602 0.0 0.1 -0.1
H 1.30867 -1.32810 -1.08669 0.0 0.1 0.1
H 0.62468 0.60764 1.17150 -0.1 -0.1 -0.1
H 0.66053 1.05772 -0.54516 0.0 -0.1 0.1
H -1.49737 1.59512 -0.08162 0.0 -0.1 0.0
H -2.10412 0.58348 1.24366 0.1 0.0 -0.2
H -3.83709 0.86330 -0.56753 0.1 -0.1 0.0
H -3.33524 -0.84034 -0.44806 0.1 0.1 0.0
H -2.69088 0.18117 -1.74603 -0.1 0.0 0.1
```
Forces are in eV/Å.

Calculated values
total energy: -272.9280 a.u.
Kohn-Sham gap: 10.9 eV
energy above the lowest of the compared OMol25 structures with the same formula, charge and spin: 12.99 kcal/mol

Atomic charges from the Mulliken analysis, expressed in e, are listed below: -1.1982 -0.2326 -0.5292 -0.2981 -0.2546 -1.1604 0.3482 0.3125 0.3227 0.2616 0.2688 0.2832 0.3299 0.3208 0.2750 0.3737 0.2862 0.2904

=====

Record 3
Density functional theory data (ωB97M-V with the def2-TZVPD basis set) for 3 unconnected molecules or ions with the total composition C5H12O2.

```
19
Properties=species:S:1:pos:R:3:forces:R:3
C 3.26702 0.50119 0.18997 0.0 -0.1 -0.1
C 3.37596 -0.65367 -0.45655 0.0 0.1 0.1
O 0.42181 -1.47484 -1.60466 -0.2 0.2 0.5
C -0.11322 -0.99086 -0.63516 0.1 -0.2 -0.4
C -1.54683 -0.51130 -0.68166 0.0 -0.1 -0.2
O -1.91635 0.01545 0.56186 0.1 0.0 0.0
C -3.24276 0.48640 0.55101 -0.3 0.1 0.0
H 0.51568 2.00008 0.53900 -0.1 0.0 0.0
H 2.64727 1.31105 -0.18826 0.1 -0.1 0.0
H 3.79234 0.69056 1.12280 0.0 0.0 -0.1
H 4.00111 -1.45852 -0.07758 -0.1 0.1 0.0
H 2.83167 -0.85264 -1.37549 0.1 0.1 0.1
H 0.41323 -0.87464 0.33188 0.0 0.0 -0.1
H -0.13392 1.66807 0.68962 0.1 0.1 0.0
H -1.63086 0.24351 -1.48108 0.0 -0.1 0.1
H -2.18807 -1.36142 -0.96869 0.1 0.1 0.0
H -3.95383 -0.33133 0.35938 0.1 0.1 0.0
H -3.38712 1.25744 -0.22098 0.0 -0.1 0.1
H -3.44793 0.91920 1.53196 0.0 -0.1 -0.1
```
Forces are in eV/Å.

Calculated values
total energy: -348.0775 a.u.
Kohn-Sham gap: 10.9 eV
energy above the lowest of the compared OMol25 structures with the same formula, charge and spin: 79.91 kcal/mol

Atomic charges from the Mulliken analysis, expressed in e, are listed below: -0.3940 -0.5274 -0.5000 -0.0807 -0.3766 -0.2642 -0.6831 -0.0039 0.2491 0.2177 0.2252 0.2286 0.4397 -0.0116 0.2919 0.3612 0.2913 0.2961 0.2406